The following is a DFT calculation (ωB97M-V/def2-TZVPD) of a molecular structure, C20H82BrCdN4O19 at a distorted geometry.

Calculated values
HOMO-LUMO gap ... 6.50 eV
LUMO energy ... -2.82 eV
HOMO ... -9.3 eV

Structure (ORCA input):
```
! RIJCOSX wB97M-V def2-TZVPD def2/J DEFGRID3
* xyz 1 1
Cd -0.390 0.882 -1.147
Br -0.108 3.925 2.445
C 2.778 -4.513 1.411
C 2.009 -3.242 1.887
O 0.853 -3.112 1.040
H 3.489 -4.346 0.601
H 2.090 -5.312 1.132
H 3.435 -4.953 2.161
H 2.572 -2.310 1.853
H 1.532 -3.189 2.866
H 0.081 -2.807 1.521
C 4.442 1.029 3.454
C 3.084 0.887 2.946
O 3.047 1.326 1.569
H 5.229 0.566 2.859
H 4.724 0.626 4.427
H 4.752 2.056 3.648
H 2.453 1.533 3.557
H 2.600 -0.088 2.994
H 2.126 1.454 1.330
C -1.282 -3.318 4.269
C -1.720 -1.986 3.641
C -0.810 -0.763 3.931
O -0.917 -0.452 5.341
C 0.382 -0.305 5.844
N -1.712 -2.174 2.214
H -1.073 -3.241 5.336
H -0.615 -3.903 3.636
H -2.097 -4.037 4.189
H -2.724 -1.864 4.048
H -1.239 0.079 3.388
H 0.156 -0.810 3.428
H 1.028 0.213 5.134
H 0.855 -1.261 6.067
H 0.499 0.291 6.749
H -2.316 -2.933 1.932
H -2.152 -1.368 1.793
C 3.655 -2.144 -2.479
C 3.921 -1.724 -0.981
C 5.440 -1.711 -0.516
O 5.964 -3.014 -0.591
C 7.418 -3.095 -0.531
N 3.509 -0.319 -0.802
H 4.144 -3.070 -2.780
H 3.987 -1.400 -3.202
H 2.597 -2.362 -2.624
H 3.332 -2.360 -0.321
H 5.579 -1.328 0.495
H 6.075 -1.219 -1.252
H 7.778 -3.210 0.492
H 7.873 -2.393 -1.229
H 7.765 -4.101 -0.766
H 3.484 0.342 -1.566
H 3.958 0.189 -0.053
C -2.778 5.824 -0.365
C -3.368 5.088 0.883
C -4.727 5.646 1.393
O -4.607 6.899 1.991
C -5.825 7.306 2.584
N -3.369 3.651 0.515
H -3.356 6.052 -1.261
H -1.836 5.332 -0.606
H -2.475 6.842 -0.118
H -2.661 5.142 1.711
H -5.026 4.937 2.165
H -5.488 5.679 0.613
H -6.466 6.456 2.816
H -6.403 7.949 1.920
H -5.598 7.914 3.460
H -2.370 3.503 0.546
H -3.718 3.187 1.341
C 0.593 -5.010 -1.860
C -0.162 -3.649 -2.294
C -1.056 -3.725 -3.603
O -2.089 -4.621 -3.387
C -3.027 -4.601 -4.428
N -0.994 -3.371 -1.101
H 1.517 -4.829 -1.310
H 0.804 -5.539 -2.790
H -0.072 -5.628 -1.258
H 0.496 -2.790 -2.427
H -0.495 -3.839 -4.531
H -1.368 -2.702 -3.816
H -3.570 -3.658 -4.481
H -3.737 -5.425 -4.350
H -2.528 -4.804 -5.376
H -0.480 -3.782 -0.335
H -1.795 -3.984 -1.053
O 0.794 -0.551 -0.260
H 1.745 -0.569 -0.156
H 0.529 -1.470 -0.208
O 0.556 1.022 -2.993
H 1.513 0.992 -2.963
H 0.356 1.447 -3.827
O 0.791 2.516 -0.516
H 0.714 3.118 0.224
H 1.256 3.017 -1.186
O -1.466 -0.721 -1.753
H -2.137 -0.766 -2.433
H -1.278 -1.635 -1.540
O 1.966 4.213 -2.164
H 2.637 4.630 -2.705
H 1.391 4.932 -1.899
O -1.511 3.925 -3.341
H -2.354 4.365 -3.451
H -0.884 4.492 -3.789
O -1.956 2.084 -1.490
H -2.006 2.468 -2.365
H -2.634 2.538 -0.989
O -3.462 -0.739 -3.924
H -3.761 -0.827 -4.829
H -3.951 0.009 -3.581
O -1.439 0.779 0.710
H -1.626 1.284 1.501
H -2.235 0.272 0.555
O 3.281 1.462 -3.238
H 3.801 1.167 -3.986
H 2.906 2.296 -3.519
O -3.830 -0.392 0.817
H -4.505 -0.794 1.363
H -4.308 -0.038 0.066
O -3.262 1.885 2.649
H -3.896 1.180 2.783
H -3.265 2.371 3.473
O -0.292 1.765 -5.615
H -1.103 2.179 -5.317
H -0.581 0.982 -6.084
*
```

Mulliken population analysis, charges in e, atoms 1 to 5: number 1, Cd, carries 3.0989; number 2, Br, carries -0.7403; number 3, C, carries -1.2664; number 4, C, carries -0.0495; number 5, O, carries -0.3261

The following is a DFT calculation (ωB97M-V/def2-TZVPD) of a molecular structure, C33H37ClIrO2Si2 at a distorted geometry.

Calculated values
HOMO-LUMO gap (alpha / beta) ... 4.54 / 5.78 eV
⟨S²⟩ ... 6.020
LUMO energy (alpha / beta) ... -2.09 / -5.02 eV
HOMO (alpha / beta) ... -6.6 / -10.8 eV

Structure (ORCA input):
```
! RIJCOSX wB97M-V def2-TZVPD def2/J DEFGRID3
* xyz 1 5
C -2.403 -4.335 1.961
C -1.280 -3.602 2.475
C -1.646 -2.204 2.548
H -0.332 -4.009 2.791
C -2.998 -2.065 2.050
C -3.464 -3.389 1.688
H -4.440 -3.637 1.288
H -2.438 -5.408 1.784
H -1.056 -1.402 2.951
H -3.558 -1.144 2.022
Ir -1.736 -2.744 0.617
Si 0.911 2.419 -0.918
C 2.700 2.624 -1.381
C 2.989 3.193 -2.634
H 2.188 3.329 -3.370
C 4.288 3.623 -2.924
H 4.498 4.156 -3.854
C 5.329 3.356 -2.022
H 6.354 3.660 -2.252
C 5.064 2.656 -0.839
H 5.880 2.337 -0.185
C 3.746 2.353 -0.486
H 3.542 1.894 0.484
C 0.192 4.140 -0.860
C 0.998 5.135 -0.266
H 2.034 4.910 0.020
C 0.504 6.426 -0.033
H 1.108 7.152 0.526
C -0.763 6.778 -0.512
H -1.148 7.784 -0.338
C -1.535 5.828 -1.198
H -2.520 6.116 -1.581
C -1.062 4.519 -1.381
H -1.651 3.787 -1.943
H 0.973 2.012 0.499
Si -0.481 -0.848 0.146
C -1.261 0.597 1.076
C -0.637 1.141 2.209
H 0.394 0.877 2.458
C -1.323 2.062 3.001
H -0.850 2.451 3.903
C -2.610 2.476 2.650
H -3.162 3.173 3.288
C -3.194 1.998 1.473
H -4.194 2.332 1.191
C -2.511 1.077 0.668
H -2.943 0.746 -0.278
C 1.334 -1.251 0.496
C 1.647 -1.835 1.730
H 0.862 -2.256 2.356
C 2.963 -1.904 2.176
H 3.183 -2.394 3.123
C 3.992 -1.361 1.403
H 5.016 -1.338 1.787
C 3.700 -0.917 0.105
H 4.525 -0.596 -0.540
C 2.378 -0.876 -0.363
H 2.171 -0.545 -1.386
H 0.158 1.371 -1.665
Cl -0.965 -0.874 -1.863
C 0.035 -5.368 -0.145
O -0.368 -4.085 -0.651
C -0.545 -4.151 -2.097
C -2.023 -4.205 -2.370
O -2.671 -3.271 -1.470
C -4.087 -3.461 -1.604
H 0.233 -5.279 0.930
H -0.781 -6.090 -0.314
H 0.938 -5.666 -0.697
H -0.125 -3.234 -2.539
H -0.036 -5.055 -2.459
H -2.298 -3.905 -3.393
H -2.420 -5.213 -2.158
H -4.327 -4.507 -1.335
H -4.376 -3.275 -2.654
H -4.610 -2.788 -0.913
*
```

Mulliken population analysis, charges in e, atoms 1 to 5: number 1, C, carries -0.3572; number 2, C, carries -1.0431; number 3, C, carries -0.7213; number 4, H, carries 0.5723; number 5, C, carries -0.3278

The following is a DFT calculation (ωB97M-V/def2-TZVPD) of 3 unconnected molecules or ions with the total composition C16H33Br2N3O4S at a distorted geometry.

Calculated values
HOMO-LUMO gap ... 6.50 eV
LUMO energy ... -1.47 eV
HOMO ... -8.0 eV

Structure (ORCA input):
```
! RIJCOSX wB97M-V def2-TZVPD def2/J DEFGRID3
* xyz 0 1
C -1.603 -0.365 2.225
C -0.132 0.050 1.627
Br 0.414 -0.433 -0.279
C 0.852 0.782 2.489
Br 0.472 1.352 4.406
O 2.211 1.161 1.989
S 3.286 0.189 2.948
O 4.732 0.358 2.343
O 2.765 -1.418 2.717
O 3.452 -2.268 3.430
C 3.131 -3.676 3.029
N 2.885 -4.691 2.227
H -1.678 -0.379 3.393
H -2.481 0.309 1.833
H -1.825 -1.474 1.865
C 4.440 -2.190 -0.092
C 4.295 -3.275 -1.158
N 4.103 -2.764 -2.519
C 3.723 -3.808 -3.477
C 4.739 -4.912 -3.762
C 5.112 -1.819 -3.002
C 6.561 -2.294 -3.045
H 3.571 -1.525 -0.081
H 4.520 -2.653 0.898
H 5.342 -1.589 -0.240
H 3.416 -3.872 -0.879
H 5.158 -3.943 -1.095
H 3.435 -3.341 -4.426
H 2.803 -4.284 -3.112
H 5.538 -4.559 -4.421
H 4.247 -5.740 -4.282
H 5.187 -5.316 -2.853
H 5.069 -0.918 -2.378
H 4.829 -1.462 -4.001
H 6.844 -2.866 -2.157
H 7.231 -1.431 -3.105
H 6.755 -2.906 -3.929
C -5.030 5.445 2.313
C -4.879 4.711 0.982
N -4.913 3.249 1.089
C -4.522 2.572 -0.153
C -5.421 2.758 -1.373
C -6.080 2.678 1.764
C -7.454 2.982 1.176
H -4.255 5.142 3.024
H -4.936 6.524 2.153
H -6.010 5.271 2.768
H -3.906 5.011 0.568
H -5.640 5.083 0.291
H -4.407 1.499 0.041
H -3.515 2.915 -0.423
H -6.330 2.152 -1.296
H -4.896 2.420 -2.272
H -5.706 3.798 -1.532
H -6.075 3.015 2.808
H -5.962 1.589 1.838
H -7.559 4.026 0.866
H -8.228 2.786 1.925
H -7.674 2.341 0.319
*
```

natural (NBO) population analysis, charges in e, atoms 1 to 5: number 1, C, carries -0.6810; number 2, C, carries -0.0679; number 3, Br, carries 0.0972; number 4, C, carries 0.1017; number 5, Br, carries 0.0652

The following is a DFT calculation (ωB97M-V/def2-TZVPD) of a molecular structure, C37H39BGeN8O2S4SbSc at a distorted geometry.

Calculated values
HOMO-LUMO gap (alpha / beta) ... 7.52 / 5.38 eV
⟨S²⟩ ... 0.760
LUMO energy (alpha / beta) ... 2.22 / 0.24 eV
HOMO (alpha / beta) ... -5.3 / -5.1 eV

Structure (ORCA input):
```
! RIJCOSX wB97M-V def2-TZVPD def2/J DEFGRID3
* xyz -1 2
Sc 2.286 1.686 1.521
C 1.892 3.898 -1.733
C 0.685 3.597 -0.907
C -0.640 3.933 -1.211
C -1.386 3.460 -0.158
N -0.552 2.870 0.714
N 0.738 2.966 0.263
B -0.807 2.382 2.162
N 0.085 3.276 3.063
C -0.285 4.332 3.809
C 0.851 4.963 4.255
C 1.918 4.228 3.716
C 3.371 4.518 3.871
N 1.443 3.217 2.989
N -0.434 0.872 2.354
C -1.306 -0.146 2.406
C -0.614 -1.291 2.736
C 0.721 -0.887 2.877
C 1.901 -1.729 3.240
N 0.816 0.424 2.648
N -2.271 2.498 2.619
C -2.693 2.376 3.901
C -4.049 2.175 3.886
C -4.391 2.169 2.517
C -5.738 1.963 1.897
N -3.315 2.336 1.767
H 1.609 4.529 -2.574
H 2.347 2.984 -2.118
H 2.644 4.412 -1.142
H -0.996 4.447 -2.091
H -2.443 3.485 0.029
H -1.322 4.589 3.943
H 0.917 5.841 4.878
H 3.501 5.445 4.431
H 3.853 4.620 2.899
H 3.871 3.707 4.399
H -2.356 0.000 2.201
H -1.014 -2.285 2.859
H 1.581 -2.759 3.401
H 2.371 -1.353 4.145
H 2.663 -1.704 2.461
H -2.004 2.417 4.730
H -4.707 2.061 4.733
H -6.525 2.102 2.637
H -5.825 0.951 1.495
H -5.898 2.661 1.075
S 7.104 3.096 2.957
Sb 5.516 1.731 1.926
S 3.938 1.075 3.543
S 4.176 3.067 0.502
S 6.694 0.074 0.886
O 1.202 0.187 -0.225
C 2.277 -0.411 -0.039
O 3.152 0.063 0.764
C 2.614 -1.743 -0.674
C 1.451 -2.746 -0.618
Ge 0.121 -2.680 -2.066
C -0.946 -1.128 -2.578
C -0.920 -0.628 -3.878
C -1.798 0.379 -4.266
C -2.715 0.885 -3.359
C -2.749 0.394 -2.060
C -1.866 -0.602 -1.672
C -1.237 -4.036 -1.606
C -2.324 -4.244 -2.458
C -3.304 -5.178 -2.154
C -3.220 -5.918 -0.980
C -2.151 -5.719 -0.117
C -1.169 -4.785 -0.431
C 1.047 -3.304 -3.689
C 0.799 -4.567 -4.227
C 1.460 -4.999 -5.371
C 2.384 -4.173 -5.995
C 2.650 -2.916 -5.469
C 1.986 -2.488 -4.327
H 3.483 -2.116 -0.136
H 2.925 -1.560 -1.708
H 0.942 -2.669 0.347
H 1.849 -3.760 -0.713
H -0.226 -1.037 -4.602
H -1.760 0.764 -5.279
H -3.397 1.671 -3.663
H -3.451 0.797 -1.340
H -1.884 -0.972 -0.652
H -2.405 -3.658 -3.369
H -4.141 -5.324 -2.828
H -3.987 -6.644 -0.739
H -2.084 -6.288 0.803
H -0.338 -4.642 0.252
H 0.080 -5.222 -3.745
H 1.253 -5.983 -5.776
H 2.899 -4.510 -6.887
H 3.375 -2.269 -5.948
H 2.202 -1.501 -3.928
*
```

Mulliken population analysis, charges in e, atoms 1 to 5: number 1, Sc, carries 0.1373; number 2, C, carries -1.6093; number 3, C, carries 0.5958; number 4, C, carries -1.6579; number 5, C, carries -0.2542

The following is a DFT calculation (ωB97M-V/def2-TZVPD) of C4H8O3 in the gas phase.

Calculated values
HOMO-LUMO gap ... 11.25 eV
Energy relative to the best compared isomer or geometry (same formula, charge and spin) ... 22.5 kcal/mol
LUMO energy ... 0.88 eV
HOMO ... -10.4 eV

Structure (ORCA input):
```
! RIJCOSX wB97M-V def2-TZVPD def2/J DEFGRID3
* xyz 0 1
C -1.411 1.096 -0.857
C -0.430 0.508 0.140
O -1.010 0.581 1.425
C -0.079 -0.955 -0.211
O 1.294 -1.123 -0.611
C 2.197 -0.849 0.326
O 1.956 -0.481 1.451
H -2.307 0.471 -0.935
H -0.940 1.161 -1.844
H -1.713 2.099 -0.543
H 0.496 1.098 0.110
H -0.320 0.308 2.048
H -0.649 -1.318 -1.069
H -0.289 -1.594 0.652
H 3.206 -1.002 -0.081
*
```

natural (NBO) population analysis, charges in e, atoms 1 to 5: number 1, C, carries -0.6194; number 2, C, carries 0.0696; number 3, O, carries -0.7182; number 4, C, carries -0.1076; number 5, O, carries -0.4927